Here is an isolated ion of composition C14H21N2O3 and charge +1 from OMol25. Energies are from ωB97M-V/def2-TZVPD.

Summary:
SMILES ... O=[N+]([O-])c1ccc(OCC[NH+]2CCCCCC2)cc1
Net charge ... +1
HOMO level ... -12.3 eV
HOMO-LUMO gap ... 9.72 eV
Lowest unoccupied orbital energy ... -2.618 eV

The geometry in XYZ format:
```
40
Properties=species:S:1:pos:R:3:lowdin_charge:R:1
O 6.868 0.060 1.858 0.10
N 6.239 -0.725 1.187 -0.36
O 6.709 -1.606 0.507 0.10
C 4.795 -0.595 1.196 -0.14
C 4.025 -1.478 0.449 0.03
C 2.654 -1.347 0.456 0.01
C 2.054 -0.338 1.210 -0.24
O 0.680 -0.291 1.134 -0.07
C -0.029 0.679 1.881 -0.16
C -1.512 0.365 1.654 -0.07
N -1.749 0.115 0.209 -0.11
C -1.861 1.377 -0.571 -0.10
C -1.435 1.185 -2.025 -0.15
C -2.564 0.775 -2.977 -0.18
C -3.616 -0.159 -2.374 -0.19
C -3.046 -1.251 -1.468 -0.15
C -2.879 -0.822 -0.014 -0.11
C 2.828 0.541 1.957 0.00
C 4.205 0.408 1.949 0.03
H 4.513 -2.252 -0.124 0.13
H 2.033 -2.023 -0.109 0.12
H 0.196 0.603 2.950 0.15
H 0.232 1.689 1.539 0.13
H -2.146 1.178 2.007 0.15
H -1.761 -0.543 2.205 0.14
H -0.885 -0.359 -0.106 0.17
H -1.208 2.113 -0.103 0.13
H -2.887 1.739 -0.506 0.15
H -0.625 0.452 -2.060 0.12
H -1.014 2.123 -2.388 0.13
H -3.074 1.667 -3.338 0.12
H -2.110 0.296 -3.845 0.12
H -4.148 -0.630 -3.201 0.12
H -4.359 0.414 -1.817 0.11
H -3.743 -2.091 -1.458 0.13
H -2.103 -1.624 -1.868 0.13
H -3.793 -0.340 0.341 0.15
H -2.696 -1.708 0.597 0.14
H 2.382 1.326 2.547 0.11
H 4.829 1.076 2.521 0.13
```

Here is a 2-piece molecular cluster, C4H6N3 overall from OMol25. Energies are from ωB97M-V/def2-TZVPD.

Summary:
ΔE to the lowest compared entry with this formula, charge and spin ... 61.2 kcal/mol
Net charge ... +1
HOMO level ... -15.4 eV
HOMO-LUMO gap ... 10.35 eV
Lowest unoccupied orbital energy ... -5.008 eV

The geometry in XYZ format:
```
13
Properties=species:S:1:pos:R:3:lowdin_charge:R:1
C -1.310 2.036 -0.331 -0.16
C 1.648 0.406 0.950 0.06
C -0.618 -0.215 0.216 -0.16
C -0.296 -1.416 -0.548 -0.05
N -0.945 0.869 -0.403 0.15
N 2.651 0.810 1.347 0.16
N -1.701 3.142 -0.272 0.31
H -0.780 -0.300 1.290 0.13
H -1.247 -1.851 -0.878 0.12
H 0.208 -2.162 0.059 0.10
H 0.268 -1.197 -1.453 0.11
H 3.536 1.126 1.690 0.11
H -1.937 3.969 -0.781 0.13
```